[1]
C82H187N11O19 | the ωB97M-V functional and the def2-TZVPD basis

```
299
Properties=species:S:1:pos:R:3
C 16.96 15.59 24.31
C 16.46 14.20 24.56
O 15.33 13.85 24.32
N 17.42 13.25 25.30
H 17.96 13.79 25.96
H 17.03 12.59 25.96
C 18.41 12.53 24.41
H 16.28 16.15 23.67
H 17.92 15.55 23.79
H 17.18 16.16 25.22
H 18.81 13.15 23.61
H 17.84 11.73 23.94
H 19.24 12.12 24.97
C 25.03 8.47 22.66
C 24.11 8.84 23.80
O 23.89 8.09 24.67
N 23.71 10.39 23.93
H 24.55 10.91 23.68
H 23.07 10.61 23.18
C 23.39 10.79 25.39
H 25.72 9.29 22.48
H 24.33 8.33 21.83
H 25.71 7.63 22.78
H 24.30 10.46 25.89
H 22.53 10.27 25.81
H 23.34 11.88 25.47
C 24.28 21.28 23.32
C 23.97 21.67 21.92
O 24.15 22.88 21.53
N 23.38 20.54 21.01
H 24.14 19.95 20.69
H 22.71 19.97 21.48
C 22.76 21.17 19.80
H 24.32 22.07 24.07
H 25.25 20.79 23.27
H 23.55 20.50 23.54
H 22.78 20.41 19.02
H 23.49 21.89 19.44
H 21.74 21.48 20.02
C 23.45 15.29 17.99
C 22.37 14.25 17.52
C 22.74 12.89 18.19
C 23.93 12.13 17.53
N 24.63 11.05 18.42
C 25.85 10.42 17.79
C 27.06 11.20 18.29
C 26.63 11.55 19.77
C 25.14 11.81 19.67
C 23.65 9.98 18.71
H 23.06 15.86 18.83
H 23.66 15.99 17.18
H 24.39 14.86 18.34
H 22.46 14.30 16.44
H 21.36 14.57 17.78
H 21.89 12.21 18.13
H 22.84 13.10 19.26
H 24.78 12.75 17.25
H 23.63 11.61 16.62
H 26.02 9.45 18.24
H 25.75 10.45 16.70
H 28.02 10.70 18.36
H 27.05 12.11 17.69
H 26.91 10.70 20.37
H 27.15 12.37 20.27
H 24.65 11.46 20.58
H 24.85 12.86 19.60
H 22.74 10.47 19.06
H 24.17 9.39 19.47
H 23.52 9.41 17.79
C 19.98 21.83 31.25
C 21.34 21.74 30.58
C 21.38 20.91 29.27
C 20.56 21.44 28.03
N 20.51 20.61 26.73
C 19.45 21.18 25.79
C 18.08 20.75 26.42
C 18.33 19.33 26.95
C 19.91 19.20 26.92
C 21.89 20.62 26.14
H 19.18 22.07 30.55
H 20.01 22.63 32.00
H 19.69 20.95 31.83
H 22.14 21.52 31.28
H 21.51 22.79 30.37
H 20.95 19.92 29.42
H 22.42 20.75 28.96
H 20.86 22.41 27.64
H 19.52 21.56 28.33
H 19.67 20.68 24.85
H 19.59 22.23 25.53
H 17.31 20.73 25.65
H 17.68 21.51 27.09
H 17.86 18.61 26.29
H 17.87 19.32 27.94
H 20.18 18.83 25.94
H 20.43 18.64 27.70
H 22.60 20.25 26.88
H 22.15 21.62 25.81
H 21.85 19.97 25.27
C 13.99 19.95 19.78
C 15.47 20.46 19.58
C 16.29 19.55 18.58
C 17.69 20.14 18.37
N 18.55 19.41 17.32
C 18.76 17.92 17.71
C 20.34 17.60 17.41
C 20.88 18.91 16.80
C 19.96 20.05 17.31
C 17.95 19.48 15.85
H 13.57 20.45 20.66
H 13.91 18.87 19.87
H 13.45 20.36 18.93
H 15.88 20.58 20.58
H 15.35 21.47 19.17
H 15.81 19.63 17.60
H 16.28 18.56 19.04
H 18.31 20.14 19.26
H 17.71 21.20 18.09
H 18.20 17.31 17.00
H 18.49 17.60 18.71
H 20.37 16.79 16.68
H 20.75 17.30 18.38
H 20.81 18.81 15.72
H 21.91 19.18 17.07
H 20.00 20.96 16.72
H 20.20 20.18 18.37
H 16.92 19.13 15.87
H 18.63 18.88 15.24
H 18.00 20.52 15.51
C 18.18 14.65 20.03
C 19.40 14.07 20.69
C 20.42 15.17 21.30
C 21.46 14.51 22.21
N 22.39 15.46 23.02
C 21.54 16.35 23.96
C 22.46 16.67 25.17
C 23.07 15.36 25.42
C 23.32 14.70 24.03
C 23.14 16.33 21.99
H 17.55 13.79 19.83
H 18.41 15.24 19.15
H 17.75 15.34 20.76
H 20.06 13.46 20.08
H 19.10 13.35 21.45
H 19.91 15.99 21.81
H 20.92 15.59 20.42
H 22.12 13.79 21.73
H 20.90 13.97 22.98
H 21.15 17.14 23.32
H 20.64 15.88 24.34
H 23.18 17.47 25.02
H 21.86 17.08 25.99
H 23.95 15.40 26.06
H 22.37 14.82 26.06
H 24.30 14.83 23.56
H 23.15 13.63 24.11
H 23.63 15.64 21.31
H 23.96 16.84 22.50
H 22.45 17.02 21.50
C 11.42 18.54 14.57
C 11.28 18.31 16.09
C 12.50 17.79 16.75
C 12.74 16.29 16.45
N 13.87 15.70 17.32
C 13.44 15.60 18.83
C 14.25 14.38 19.47
C 14.76 13.56 18.29
C 14.04 14.20 17.07
C 15.22 16.43 17.18
H 10.47 18.64 14.04
H 11.82 17.68 14.04
H 11.97 19.48 14.50
H 10.42 17.67 16.29
H 11.13 19.30 16.51
H 12.53 18.11 17.79
H 13.39 18.31 16.39
H 13.00 16.09 15.41
H 11.87 15.67 16.65
H 13.49 16.55 19.36
H 12.40 15.27 18.81
H 15.05 14.73 20.12
H 13.73 13.72 20.16
H 15.84 13.42 18.22
H 14.42 12.52 18.27
H 14.54 14.04 16.11
H 13.02 13.81 17.01
H 16.03 15.92 17.72
H 15.20 17.35 17.76
H 15.45 16.55 16.12
C 25.28 16.67 29.36
O 24.61 15.50 28.91
C 25.55 14.56 28.41
C 24.89 13.18 28.39
N 24.37 12.63 29.73
H 24.16 11.64 29.63
H 25.11 12.56 30.41
C 23.15 13.34 30.35
C 21.91 13.13 29.41
O 21.79 11.80 28.85
C 20.64 11.65 28.07
H 24.51 17.44 29.48
H 26.05 17.17 28.77
H 25.73 16.45 30.33
H 26.41 14.63 29.08
H 25.93 14.95 27.47
H 25.54 12.36 28.07
H 24.08 13.14 27.66
H 23.28 14.40 30.57
H 23.10 12.79 31.29
H 21.86 13.86 28.61
H 21.02 13.32 30.02
H 20.33 10.61 28.20
H 20.77 11.85 27.01
H 19.81 12.24 28.44
C 25.82 19.70 26.66
O 25.44 19.00 25.55
C 26.13 17.76 25.39
C 27.63 17.85 25.00
N 27.78 18.77 23.76
H 27.10 18.54 23.06
H 27.52 19.69 24.10
C 29.19 18.87 23.19
C 29.53 17.56 22.41
O 29.75 16.46 23.33
C 30.25 15.45 22.46
H 25.62 20.77 26.55
H 26.89 19.66 26.88
H 25.23 19.50 27.55
H 25.57 17.31 24.57
H 25.90 17.19 26.30
H 27.96 16.85 24.75
H 28.28 18.40 25.68
H 29.98 19.16 23.88
H 29.08 19.64 22.42
H 30.41 17.87 21.85
H 28.72 17.28 21.75
H 30.36 14.53 23.02
H 31.26 15.64 22.12
H 29.49 15.19 21.72
C 23.25 12.00 11.60
O 22.24 12.63 12.38
C 22.25 12.24 13.82
C 21.71 10.94 14.08
N 20.26 10.84 13.58
H 19.68 11.66 13.70
H 20.25 10.75 12.57
C 19.44 9.68 14.24
C 18.53 10.12 15.48
O 19.38 10.60 16.48
C 18.60 11.02 17.60
H 24.23 12.13 12.06
H 23.23 12.57 10.67
H 22.96 10.98 11.38
H 21.67 13.04 14.29
H 23.23 12.30 14.29
H 21.63 10.73 15.14
H 22.26 10.15 13.56
H 20.14 8.89 14.53
H 18.80 9.35 13.43
H 17.86 9.38 15.92
H 17.87 10.90 15.10
H 17.74 11.60 17.25
H 19.10 11.67 18.32
H 18.34 10.19 18.25
C 19.38 13.94 16.12
C 18.32 14.06 15.02
O 17.33 14.81 15.27
O 18.44 13.38 14.02
H 19.96 14.85 16.24
H 20.01 13.07 15.90
H 18.98 13.89 17.13
C 26.36 16.77 19.78
C 25.91 18.11 20.33
O 26.03 18.37 21.51
O 25.28 18.87 19.54
H 27.42 16.62 19.98
H 26.21 16.72 18.70
H 25.74 16.02 20.28
C 27.11 13.89 23.37
C 26.27 12.67 23.87
O 25.98 12.61 25.11
O 25.86 11.85 23.03
H 27.32 14.68 24.09
H 26.63 14.34 22.51
H 28.13 13.58 23.13
C 18.76 19.14 22.08
C 20.24 19.30 21.84
O 21.00 19.94 22.64
O 20.63 18.79 20.79
H 18.45 19.22 23.13
H 18.49 18.12 21.78
H 18.09 19.89 21.65
C 20.09 15.99 28.50
C 19.09 15.34 27.55
O 17.84 15.51 27.68
O 19.60 14.93 26.49
H 19.72 16.99 28.74
H 21.08 16.11 28.05
H 20.18 15.32 29.35
```

As for the net charge: +6.

These are the Mulliken partial charges, in e, on atoms 1 to 99:
1 C 0.01
2 C 0.17
3 O -0.45
4 N 0.45
5 H -0.42
6 H 0.50
7 C -0.21
8 H 0.44
9 H -0.25
10 H 0.15
11 H -0.20
12 H 0.53
13 H 0.10
14 C -0.56
15 C 0.62
16 O -0.35
17 N 0.50
18 H -0.33
19 H 0.39
20 C -0.50
21 H 0.05
22 H 0.20
23 H 0.42
24 H 0.37
25 H 0.61
26 H -0.19
27 C 0.52
28 C 0.34
29 O -0.52
30 N 1.56
31 H -0.26
32 H -0.63
33 C -0.71
34 H 0.60
35 H -0.30
36 H -0.48
37 H 0.02
38 H 0.56
39 H 0.31
40 C -0.76
41 C 1.01
42 C 0.93
43 C -1.42
44 N 0.50
45 C -0.36
46 C -0.90
47 C -0.28
48 C 0.60
49 C -0.98
50 H -0.10
51 H 0.48
52 H -0.07
53 H 0.23
54 H -0.86
55 H 0.17
56 H -0.41
57 H 0.45
58 H 0.43
59 H 0.43
60 H 0.30
61 H 0.50
62 H 0.29
63 H 0.18
64 H 0.38
65 H 0.08
66 H -0.88
67 H 0.33
68 H 0.43
69 H 0.33
70 C -1.24
71 C -0.64
72 C -0.19
73 C -0.82
74 N 0.48
75 C -0.07
76 C -1.23
77 C 0.02
78 C -0.08
79 C -0.67
80 H 0.31
81 H 0.40
82 H 0.32
83 H 0.39
84 H 0.33
85 H 0.27
86 H 0.12
87 H 0.41
88 H 0.51
89 H -0.06
90 H 0.47
91 H 0.54
92 H 0.35
93 H 0.05
94 H 0.41
95 H -0.71
96 H 0.46
97 H 0.30
98 H 0.37
99 H -0.04

=====

[2]
C83H73NO12 | the ωB97M-V functional and the def2-TZVPD basis

```
169
Properties=species:S:1:pos:R:3
C 5.72 0.25 4.09
C 7.17 0.51 3.51
C 7.08 0.97 2.00
C 8.21 2.05 1.72
C 7.70 3.55 1.67
C 6.38 3.83 2.49
C 6.30 5.32 3.02
C 5.24 6.20 2.28
C 3.76 6.04 2.83
C 2.78 6.59 1.71
C 1.70 7.61 2.23
C 0.73 7.07 3.34
N -0.38 6.26 2.79
C -1.63 6.25 3.53
O -1.92 6.94 4.47
C -2.39 5.09 2.81
C -3.79 4.79 2.64
C -4.10 3.57 1.87
C -5.59 3.12 1.65
C -5.80 1.60 1.99
C -6.14 1.36 3.50
O -5.34 1.46 4.40
O -7.44 0.99 3.79
C -3.05 2.72 1.28
C -1.63 3.04 1.47
C -0.44 2.21 0.91
C -0.77 1.28 -0.32
C -0.58 -0.22 0.19
C 0.24 1.55 -1.53
C -1.34 4.22 2.26
C -0.01 4.87 2.71
O 1.02 4.31 2.98
H 5.78 -0.49 4.93
H 5.11 -0.15 3.24
H 5.33 1.22 4.48
H 7.77 -0.45 3.53
H 7.77 1.23 4.13
H 6.05 1.29 1.69
H 7.33 0.06 1.38
H 9.05 1.89 2.45
H 8.65 1.80 0.71
H 7.61 3.82 0.58
H 8.54 4.20 2.06
H 6.39 3.17 3.40
H 5.51 3.56 1.82
H 6.20 5.38 4.14
H 7.32 5.78 2.81
H 5.50 7.29 2.37
H 5.23 5.93 1.19
H 3.62 4.94 3.01
H 3.59 6.56 3.81
H 3.41 7.06 0.91
H 2.29 5.69 1.22
H 2.24 8.55 2.52
H 1.05 7.86 1.33
H 0.27 7.98 3.82
H 1.27 6.52 4.17
H -4.56 5.45 3.08
H -5.98 3.41 0.64
H -6.18 3.71 2.42
H -4.92 0.95 1.76
H -6.68 1.19 1.41
H -7.57 1.02 4.76
H -3.31 1.80 0.70
H 0.06 1.67 1.76
H 0.32 2.97 0.56
H -1.79 1.47 -0.73
H -1.48 -0.48 0.80
H -0.41 -0.88 -0.70
H 0.35 -0.23 0.82
H 0.61 0.58 -1.98
H -0.31 2.07 -2.36
H 1.12 2.17 -1.24
O 5.67 -3.68 -6.42
C 4.83 -3.12 -5.74
C 5.13 -1.81 -5.11
C 6.36 -1.20 -5.34
C 6.64 0.04 -4.79
C 5.68 0.69 -4.02
C 4.45 0.09 -3.78
C 4.18 -1.17 -4.32
C 2.87 -1.81 -4.04
O 2.06 -1.28 -3.31
C 2.57 -3.12 -4.68
C 1.33 -3.72 -4.46
C 1.02 -4.92 -5.07
C 1.95 -5.53 -5.92
C 3.19 -4.94 -6.13
C 3.50 -3.74 -5.51
H 7.11 -1.70 -5.94
H 7.60 0.51 -4.97
H 5.88 1.67 -3.61
H 3.71 0.59 -3.18
H 0.60 -3.25 -3.80
H 0.06 -5.39 -4.90
H 1.70 -6.46 -6.41
H 3.90 -5.42 -6.79
O -4.87 -6.26 -0.20
C -4.81 -5.07 -0.45
C -3.94 -4.58 -1.55
C -3.21 -5.48 -2.31
C -2.43 -5.03 -3.37
C -2.37 -3.67 -3.66
C -3.08 -2.76 -2.89
C -3.86 -3.21 -1.83
C -4.60 -2.23 -1.00
O -4.49 -1.03 -1.20
C -5.48 -2.73 0.08
C -6.21 -1.81 0.84
C -7.06 -2.26 1.84
C -7.19 -3.63 2.08
C -6.46 -4.54 1.33
C -5.60 -4.09 0.34
H -3.26 -6.54 -2.09
H -1.87 -5.74 -3.96
H -1.77 -3.32 -4.49
H -3.03 -1.70 -3.12
H -6.11 -0.75 0.65
H -7.63 -1.55 2.42
H -7.87 -3.98 2.85
H -6.56 -5.60 1.53
O 4.33 -7.73 1.69
C 4.90 -6.74 2.11
C 5.56 -6.75 3.44
C 5.54 -7.91 4.21
C 6.18 -7.94 5.44
C 6.85 -6.81 5.90
C 6.86 -5.65 5.15
C 6.21 -5.61 3.92
C 6.21 -4.36 3.12
O 6.73 -3.35 3.56
C 5.57 -4.36 1.78
C 5.60 -3.19 1.01
C 5.03 -3.19 -0.25
C 4.44 -4.35 -0.76
C 4.40 -5.50 0.01
C 4.96 -5.51 1.29
H 5.02 -8.79 3.85
H 6.17 -8.85 6.03
H 7.36 -6.84 6.86
H 7.38 -4.77 5.51
H 6.06 -2.29 1.40
H 5.06 -2.29 -0.85
H 4.01 -4.34 -1.75
H 3.94 -6.40 -0.39
O -10.71 1.56 -5.30
C -9.94 1.54 -4.36
C -8.89 0.50 -4.25
C -8.76 -0.45 -5.26
C -7.75 -1.40 -5.19
C -6.87 -1.40 -4.12
C -7.00 -0.47 -3.11
C -8.01 0.48 -3.17
C -8.16 1.47 -2.06
O -7.43 1.42 -1.09
C -9.20 2.52 -2.17
C -9.32 3.47 -1.17
C -10.27 4.48 -1.27
C -11.10 4.54 -2.39
C -10.99 3.58 -3.39
C -10.04 2.57 -3.29
H -9.45 -0.44 -6.10
H -7.65 -2.14 -5.98
H -6.07 -2.14 -4.08
H -6.31 -0.48 -2.27
H -8.68 3.43 -0.30
H -10.36 5.22 -0.49
H -11.83 5.33 -2.48
H -11.64 3.63 -4.26
```

As for the SMILES: CCCCCCCCCCCCN1C(=O)c2cc(CCC(=O)O)cc(CC(C)C)c2C1=O.O=C1c2ccccc2C(=O)c2ccccc21.O=C1c2ccccc2C(=O)c2ccccc21.O=C1c2ccccc2C(=O)c2ccccc21.O=C1c2ccccc2C(=O)c2ccccc21.

These are the Mulliken partial charges, in e, on atoms 1 to 99:
1 C -1.13
2 C -0.54
3 C -0.37
4 C -0.95
5 C -0.69
6 C 0.16
7 C -0.90
8 C -0.89
9 C -0.26
10 C -0.47
11 C -0.99
12 C -0.48
13 N 0.09
14 C -0.01
15 O -0.56
16 C 0.19
17 C -1.50
18 C 0.89
19 C -0.90
20 C 0.52
21 C 0.15
22 O -0.57
23 O -0.45
24 C 0.22
25 C 0.41
26 C -0.62
27 C 1.02
28 C -1.23
29 C -1.13
30 C 0.10
31 C 0.07
32 O -0.56
33 H 0.30
34 H 0.22
35 H 0.35
36 H 0.39
37 H 0.40
38 H 0.44
39 H 0.17
40 H 0.37
41 H 0.33
42 H 0.17
43 H 0.32
44 H -0.16
45 H 0.35
46 H 0.36
47 H 0.40
48 H 0.36
49 H 0.41
50 H 0.17
51 H 0.34
52 H 0.54
53 H 0.04
54 H 0.36
55 H 0.34
56 H 0.47
57 H 0.37
58 H 0.36
59 H 0.36
60 H 0.25
61 H 0.16
62 H -0.05
63 H 0.35
64 H 0.06
65 H 0.33
66 H 0.13
67 H 0.19
68 H 0.23
69 H 0.25
70 H 0.40
71 H 0.11
72 H 0.31
73 H 0.32
74 O -0.68
75 C 0.55
76 C 0.36
77 C -0.66
78 C -0.45
79 C -0.68
80 C -0.43
81 C 0.11
82 C 0.39
83 O -0.66
84 C 0.14
85 C -0.71
86 C 0.07
87 C -0.70
88 C -0.65
89 C 0.20
90 H 0.49
91 H 0.40
92 H 0.46
93 H 0.63
94 H 0.79
95 H 0.10
96 H 0.41
97 H 0.48
98 O -0.68
99 C 0.30

=====

| no. | HOMO-LUMO gap (eV) |
| --- | --- |
| 1 | 6.40 |
| 2 | 7.67 |